#P
Formula: C6H10
Source: the OMol25 dataset
Level of theory: ωB97M-V with the def2-TZVPD basis set

Values from the calculation:
* spin multiplicity: 2
* E_HOMO (alpha / beta): -14.04 / -14.01 eV
* net charge: +1
* expectation value of S²: 0.753
* orbital gap (alpha / beta): 9.0988 / 5.5358 eV

```
16
C6H10, DFT ωB97M-V with the def2-TZVPD basis set
C 1.246 0.686 -1.059
C -0.158 0.748 -0.686
C -1.033 1.772 -1.096
C -0.754 -0.453 0.002
C -0.028 -0.818 1.266
C 0.410 -1.952 1.793
H 1.634 1.532 -1.622
H 1.737 0.798 -0.068
H 1.557 -0.288 -1.421
H -0.762 2.636 -1.688
H -2.084 1.492 -1.127
H -0.946 -1.184 -0.795
H -1.724 -0.073 0.336
H -0.119 -0.023 2.003
H 0.585 -2.895 1.288
H 0.440 -1.979 2.875
```

#Q
Formula: C6H10
Source: the OMol25 dataset
Level of theory: ωB97M-V with the def2-TZVPD basis set

Values from the calculation:
* spin multiplicity: 2
* E_HOMO (alpha / beta): -14.93 / -15.12 eV
* net charge: +1
* expectation value of S²: 0.775
* orbital gap (alpha / beta): 10.2566 / 6.9745 eV

```
16
C6H10, DFT ωB97M-V with the def2-TZVPD basis set
C -2.012 -0.083 1.116
C -0.822 0.458 0.515
C -0.391 1.664 0.964
C 2.003 -0.930 -1.638
C 1.323 -0.334 -0.468
C 0.010 -0.331 -0.479
H -2.005 -1.127 1.417
H -2.259 0.381 2.161
H -2.964 0.057 0.540
H -1.166 2.237 1.487
H 0.459 2.242 0.878
H 3.038 -1.349 -1.478
H 2.267 -0.213 -2.430
H 1.355 -1.771 -1.994
H 1.799 0.026 0.467
H -0.635 -0.927 -1.058
```

Stability, lowest: #P

#P
Formula: C17H29N5O7
Source: the OMol25 dataset
Level of theory: ωB97M-V with the def2-TZVPD basis set

Values from the calculation:
* E_HOMO: -8.18 eV
* net charge: 0
* structure (SMILES): COCCOCC(=O)NC[C@@]1(OC)CCN(C(=O)CCCn2c(O)nnc2O)C1
* orbital gap: 8.6470 eV

```
58
C17H29N5O7, DFT ωB97M-V with the def2-TZVPD basis set
C -3.027 5.803 -4.521
O -2.782 5.070 -3.331
C -3.534 3.868 -3.272
C -2.888 2.892 -2.325
O -2.719 3.505 -1.055
C -2.568 2.616 0.013
C -1.110 2.445 0.424
O -0.233 2.236 -0.394
N -0.895 2.462 1.763
C 0.364 2.100 2.373
C 1.208 3.303 2.819
O 0.413 4.281 3.466
C -0.121 3.893 4.714
C 2.408 2.825 3.646
C 3.403 2.348 2.596
N 3.092 3.183 1.438
C 3.912 3.148 0.359
O 4.876 2.398 0.331
C 3.586 4.056 -0.806
C 2.704 3.348 -1.834
C 2.606 4.182 -3.105
N 1.541 3.735 -3.982
C 0.216 4.053 -3.881
O -0.167 4.914 -2.947
N -0.503 3.434 -4.764
N 0.386 2.635 -5.505
C 1.556 2.840 -5.009
O 2.718 2.292 -5.397
C 1.881 3.976 1.618
H -2.447 6.721 -4.461
H -2.710 5.225 -5.393
H -4.088 6.054 -4.604
H -4.555 4.107 -2.951
H -3.566 3.400 -4.262
H -3.544 2.017 -2.243
H -1.923 2.565 -2.720
H -3.155 3.001 0.852
H -2.949 1.616 -0.229
H -1.633 2.797 2.357
H 0.165 1.449 3.228
H 0.929 1.521 1.641
H -0.701 4.736 5.081
H -0.783 3.022 4.635
H 0.664 3.663 5.440
H 2.807 3.682 4.192
H 2.157 2.044 4.364
H 4.442 2.480 2.894
H 3.275 1.291 2.348
H 3.102 4.977 -0.474
H 4.545 4.318 -1.254
H 3.126 2.368 -2.069
H 1.702 3.183 -1.433
H 2.395 5.224 -2.858
H 3.539 4.152 -3.668
H -1.155 4.984 -2.987
H 2.512 1.697 -6.130
H 1.248 3.953 0.732
H 2.101 5.015 1.880
```

#Q
Formula: C17H29N5O7
Source: the OMol25 dataset
Level of theory: ωB97M-V with the def2-TZVPD basis set

Values from the calculation:
* E_HOMO: -8.43 eV
* net charge: 0
* structure (SMILES): COCCOCC(=O)NC[C@@]1(OC)CCN(C(=O)CCCn2c(O)nnc2O)C1
* orbital gap: 8.9197 eV

```
58
C17H29N5O7, DFT ωB97M-V with the def2-TZVPD basis set
C 0.492 4.622 -1.345
O 1.327 3.521 -1.038
C 1.549 2.678 -2.154
C 2.426 1.530 -1.732
O 1.718 0.789 -0.757
C 2.373 -0.380 -0.304
C 1.688 -1.653 -0.779
O 1.966 -2.728 -0.287
N 0.722 -1.480 -1.720
C -0.354 -2.443 -1.830
C -1.716 -1.747 -1.829
O -1.902 -0.944 -2.986
C -1.927 -1.634 -4.221
C -2.825 -2.774 -1.559
C -2.804 -2.945 -0.033
N -2.178 -1.714 0.449
C -1.830 -1.564 1.752
O -2.103 -2.415 2.582
C -1.084 -0.287 2.099
C -0.815 -0.161 3.589
C -0.141 1.160 3.941
N 1.178 1.305 3.341
C 1.544 1.952 2.189
O 0.620 2.591 1.476
N 2.808 1.830 1.944
N 3.341 1.047 2.979
C 2.358 0.769 3.764
O 2.389 0.050 4.896
C -1.875 -0.806 -0.636
H 0.365 5.198 -0.432
H 0.952 5.253 -2.111
H -0.487 4.284 -1.700
H 0.589 2.302 -2.532
H 2.039 3.241 -2.957
H 2.658 0.912 -2.608
H 3.360 1.907 -1.302
H 3.423 -0.399 -0.606
H 2.361 -0.399 0.786
H 0.508 -0.522 -1.952
H -0.258 -3.060 -2.727
H -0.278 -3.119 -0.977
H -2.254 -0.916 -4.970
H -0.940 -2.009 -4.505
H -2.634 -2.468 -4.204
H -3.774 -2.348 -1.892
H -2.673 -3.722 -2.074
H -3.800 -3.073 0.390
H -2.209 -3.804 0.284
H -0.141 -0.274 1.541
H -1.652 0.575 1.737
H -1.755 -0.231 4.140
H -0.200 -0.994 3.930
H -0.735 2.007 3.597
H -0.021 1.249 5.020
H 0.999 2.816 0.595
H 3.303 -0.237 5.021
H -0.986 -0.214 -0.436
H -2.703 -0.121 -0.850
```

#R
Formula: C17H29N5O7
Source: the OMol25 dataset
Level of theory: ωB97M-V with the def2-TZVPD basis set

Values from the calculation:
* E_HOMO: -8.97 eV
* net charge: 0
* structure (SMILES): COCCOCC(=O)NC[C@@]1(OC)CCN(C(=O)CCCn2c(O)nnc2O)C1
* orbital gap: 9.5882 eV

```
58
C17H29N5O7, DFT ωB97M-V with the def2-TZVPD basis set
C -3.339 7.194 0.519
O -2.483 6.161 0.091
C -2.930 5.568 -1.103
C -2.013 4.437 -1.481
O -2.153 3.383 -0.522
C -1.320 2.233 -0.744
C -1.025 2.013 -2.227
O 0.041 2.303 -2.738
N -2.096 1.514 -2.884
C -2.138 1.288 -4.307
C -2.686 2.473 -5.127
O -1.811 3.581 -5.137
C -0.541 3.373 -5.735
C -3.111 1.961 -6.512
C -4.492 1.343 -6.265
N -4.995 2.079 -5.102
C -6.224 1.812 -4.599
O -6.928 0.936 -5.076
C -6.678 2.683 -3.435
C -7.850 2.092 -2.648
C -7.518 1.937 -1.166
N -6.325 1.112 -0.996
C -5.036 1.528 -0.815
O -4.781 2.782 -0.471
N -4.185 0.571 -1.030
N -4.931 -0.561 -1.392
C -6.165 -0.196 -1.366
O -7.245 -0.936 -1.634
C -4.007 3.003 -4.572
H -2.927 7.599 1.440
H -3.404 7.994 -0.227
H -4.349 6.816 0.715
H -3.960 5.204 -0.989
H -2.926 6.299 -1.924
H -2.259 4.090 -2.487
H -0.976 4.784 -1.485
H -0.366 2.387 -0.238
H -1.848 1.381 -0.317
H -2.839 1.128 -2.303
H -1.138 1.042 -4.668
H -2.773 0.419 -4.485
H -0.086 4.356 -5.831
H 0.099 2.752 -5.109
H -0.639 2.935 -6.734
H -3.181 2.813 -7.190
H -2.414 1.239 -6.937
H -5.167 1.462 -7.112
H -4.446 0.276 -6.040
H -5.833 2.869 -2.773
H -6.930 3.664 -3.847
H -8.751 2.696 -2.752
H -8.087 1.111 -3.061
H -7.296 2.894 -0.694
H -8.342 1.473 -0.627
H -3.795 2.938 -0.421
H -6.935 -1.802 -1.930
H -4.001 3.020 -3.484
H -4.147 4.024 -4.939
```

#S
Formula: C17H29N5O7
Source: the OMol25 dataset
Level of theory: ωB97M-V with the def2-TZVPD basis set

Values from the calculation:
* E_HOMO: -8.93 eV
* net charge: 0
* structure (SMILES): COCCOCC(=O)NC[C@@]1(OC)CCN(C(=O)CCCn2c(O)nnc2O)C1
* orbital gap: 9.5402 eV

```
58
C17H29N5O7, DFT ωB97M-V with the def2-TZVPD basis set
C -0.183 4.018 2.561
O 1.004 3.301 2.315
C 1.003 2.705 1.042
C 2.216 1.828 0.888
O 2.185 0.806 1.888
C 3.085 -0.287 1.676
C 3.146 -0.695 0.203
O 4.118 -0.489 -0.503
N 1.982 -1.245 -0.199
C 1.642 -1.560 -1.560
C 0.947 -0.407 -2.310
O 1.822 0.671 -2.574
C 2.939 0.383 -3.401
C 0.221 -0.977 -3.537
C -1.086 -1.527 -2.959
N -1.325 -0.680 -1.789
C -2.474 -0.794 -1.082
O -3.291 -1.665 -1.338
C -2.730 0.275 -0.021
C -3.789 -0.139 1.006
C -3.192 -0.372 2.392
N -2.044 -1.270 2.316
C -0.724 -0.917 2.309
O -0.356 0.292 2.706
N 0.028 -1.880 1.872
N -0.824 -2.947 1.546
C -2.017 -2.542 1.813
O -3.163 -3.212 1.674
C -0.205 0.200 -1.507
H -0.109 4.444 3.559
H -0.318 4.828 1.834
H -1.058 3.357 2.517
H 0.087 2.112 0.907
H 1.023 3.466 0.249
H 2.214 1.407 -0.121
H 3.129 2.418 1.013
H 4.091 0.001 1.985
H 2.722 -1.107 2.295
H 1.321 -1.500 0.537
H 2.539 -1.851 -2.108
H 0.972 -2.421 -1.545
H 3.370 1.343 -3.677
H 3.693 -0.198 -2.866
H 2.635 -0.138 -4.314
H 0.023 -0.163 -4.237
H 0.792 -1.747 -4.055
H -1.923 -1.454 -3.653
H -1.008 -2.575 -2.661
H -1.796 0.550 0.469
H -3.039 1.170 -0.568
H -4.577 0.610 1.089
H -4.259 -1.058 0.657
H -2.818 0.552 2.831
H -3.931 -0.796 3.071
H 0.604 0.439 2.498
H -2.974 -4.018 1.177
H 0.031 0.233 -0.443
H -0.370 1.221 -1.866
```

Stability, lowest: #P

#P
Formula: C3H13NO2S
Source: the OMol25 dataset
Level of theory: ωB97M-V with the def2-TZVPD basis set

Values from the calculation:
* E_HOMO: -8.87 eV
* net charge: 0
* structure (SMILES): CNCCS.O.O
* orbital gap: 9.4714 eV

```
20
C3H13NO2S, DFT ωB97M-V with the def2-TZVPD basis set
C 0.668 -0.350 -1.787
N -0.710 -0.282 -1.287
C -1.009 0.892 -0.455
C -1.676 0.421 0.858
S -1.427 1.471 2.258
H 1.375 -0.383 -0.936
H 0.939 0.425 -2.492
H 0.684 -1.335 -2.289
H -1.382 -0.226 -2.062
H -0.079 1.409 -0.133
H -1.692 1.627 -0.946
H -2.738 0.268 0.619
H -1.402 -0.677 1.006
H -0.108 1.309 2.458
H 4.085 1.251 0.292
H 3.059 2.364 0.239
O 3.168 1.445 0.512
H -0.490 -2.437 1.173
H -0.753 -3.984 1.233
O -0.513 -3.209 1.738
```

#Q
Formula: C3H13NO2S
Source: the OMol25 dataset
Level of theory: ωB97M-V with the def2-TZVPD basis set

Values from the calculation:
* E_HOMO: -8.73 eV
* net charge: 0
* structure (SMILES): C[C@H](N)CS.O.O
* orbital gap: 9.0915 eV

```
20
C3H13NO2S, DFT ωB97M-V with the def2-TZVPD basis set
C 2.042 -0.883 -0.817
C 0.871 0.044 -0.472
C 0.793 0.327 1.053
S -0.631 1.476 1.384
N 1.020 1.273 -1.244
H 1.947 -1.899 -0.420
H 2.103 -0.939 -1.903
H 3.021 -0.479 -0.526
H 0.009 -0.569 -0.735
H 1.745 0.795 1.307
H 0.732 -0.661 1.503
H -0.993 0.745 2.474
H 1.708 1.895 -0.857
H 0.214 1.671 -1.684
H -1.664 -1.276 0.249
H -2.324 -1.505 1.607
O -1.510 -1.585 1.142
H -3.674 0.148 -0.567
H -2.641 1.165 -0.598
O -2.768 0.256 -0.896
```

Stability, lowest: #P